60
Properties=species:S:1:pos:R:3:mulliken_charge:R:1 method="wB97M-V/def2-TZVPD" spin_multiplicity=4 homo_lumo_gap_ev="4.957 / 4.768"
Tc -1.1512 -0.4867 -0.1591 -0.98
C -0.7874 -1.3705 5.1738 -0.89
C 0.5094 -0.9135 5.0909 -0.75
C 1.1101 -0.8480 3.8516 -1.02
C 0.4273 -1.1779 2.6986 1.11
N -0.9082 -1.4182 2.7876 0.35
C -1.4698 -1.5828 4.0035 -0.20
C 1.2252 -1.3560 1.4329 1.11
C 2.5973 -1.4944 1.4612 -0.88
C 3.2881 -1.6555 0.2673 -1.10
C 2.6063 -1.7747 -0.9279 -0.86
C 1.2261 -1.6982 -0.8969 0.41
N 0.5901 -1.4327 0.2615 0.67
C 0.3262 -1.9236 -2.0760 0.83
C 0.7996 -2.3634 -3.2919 -0.59
C -0.1029 -2.5741 -4.3237 -0.61
C -1.4483 -2.3683 -4.0978 -0.85
C -1.8631 -1.9381 -2.8479 -0.37
N -0.9951 -1.7040 -1.8652 0.52
H -1.2864 -1.5206 6.1204 0.45
H 1.0506 -0.6168 5.9802 0.45
H 2.1244 -0.4959 3.7651 0.39
H -2.5046 -1.8766 3.9784 0.70
H 3.1384 -1.4764 2.3945 0.45
H 4.3687 -1.7138 0.2747 0.46
H 3.1393 -1.9205 -1.8568 0.47
H 1.8571 -2.5209 -3.4460 0.37
H 0.2512 -2.8919 -5.2960 0.44
H -2.1858 -2.5106 -4.8755 0.46
H -2.9052 -1.7598 -2.6294 0.50
O 1.1075 1.8643 2.3724 -0.71
C 0.5524 1.6174 1.3086 -0.14
O -0.5645 0.9436 1.2521 -0.21
C 1.1775 2.0942 0.0308 0.76
C 2.2457 2.9616 0.1437 -0.52
C 2.8964 3.4144 -0.9862 -0.55
C 2.5058 3.0087 -2.2392 -0.23
C 1.4586 2.1188 -2.3701 -0.70
C 0.7546 1.6213 -1.2393 0.83
O -0.2138 0.7811 -1.3733 -0.40
N 1.1578 1.6734 -3.7490 0.97
O 0.4330 0.7128 -3.9101 -0.52
O 1.6954 2.2779 -4.6637 -0.68
N 4.0693 4.2949 -0.8509 1.07
O 4.4388 4.5754 0.2739 -0.63
O 4.6167 4.6736 -1.8692 -0.63
H 2.5626 3.2845 1.1243 0.67
H 3.0197 3.3598 -3.1195 0.65
C -3.3205 0.3480 2.7017 -0.72
O -3.1569 -0.9646 2.1201 -0.41
C -1.9488 -1.3016 1.6154 1.29
O -1.9443 -2.2111 0.7190 -0.50
H -4.2475 0.7504 2.3065 0.18
H -2.4899 0.9964 2.4447 0.30
H -3.4046 0.2553 3.7865 0.37
Se -5.0632 3.6118 -1.8550 -0.43
Sb -5.2925 1.2470 -1.4580 0.68
Se -6.8751 1.3171 0.4114 -0.35
Se -6.0619 -0.2042 -3.2157 -0.52
Se -3.1362 0.2622 -0.6640 0.06

=====

54
Properties=species:S:1:pos:R:3:mulliken_charge:R:1 method="wB97M-V/def2-TZVPD" homo_lumo_gap_ev=8.834 smiles="O=C(O)C1CCN(C(=O)CSc2nc3cc(Cl)ccc3c(=O)n2Cc2ccccc2)CC1" e_above_lowest_ev=0.000
O 0.5218 5.0357 2.4934 -0.58
C 0.6469 4.5999 1.3816 -0.14
O 0.3429 5.3119 0.2906 -0.47
H 0.0268 6.1944 0.5407 0.36
C 1.1623 3.2183 1.0434 1.02
C 0.1429 2.4429 0.2056 -1.51
H -0.0634 3.0006 -0.7093 0.44
H -0.7911 2.3233 0.7568 0.41
C 0.6904 1.0586 -0.1503 0.93
N 1.9529 1.1779 -0.8404 0.24
C 2.2794 0.6683 -2.0464 0.85
O 3.3366 0.9134 -2.5940 -0.69
C 1.2964 -0.2983 -2.6954 -0.69
H 1.6996 -0.5782 -3.6681 0.48
H 0.2785 0.0732 -2.8004 0.39
S 1.2066 -1.8094 -1.6838 -0.13
C -0.5075 -1.9036 -1.3158 0.42
N -1.3094 -1.1033 -1.9296 -0.34
C -2.6491 -1.2103 -1.6886 0.33
C -3.5311 -0.3459 -2.3449 -0.65
C -4.8842 -0.4735 -2.1220 0.40
C -5.3962 -1.4422 -1.2557 -0.71
C -4.5304 -2.2876 -0.6030 -0.64
C -3.1531 -2.1832 -0.8076 0.01
C -2.2296 -3.0524 -0.0904 0.69
O -2.5480 -3.8921 0.7242 -0.70
N -0.8769 -2.8345 -0.3973 0.12
C 0.1251 -3.5477 0.3827 -1.92
C 0.8081 -2.6059 1.3425 0.67
C 2.1889 -2.4638 1.3501 -0.11
C 2.7945 -1.5637 2.2096 -0.65
C 2.0258 -0.7947 3.0671 -0.37
C 0.6477 -0.9384 3.0715 -0.89
C 0.0421 -1.8406 2.2145 -0.23
H -1.0324 -1.9547 2.2236 0.43
H 0.0431 -0.3466 3.7429 0.42
H 2.4976 -0.0880 3.7339 0.44
H 3.8693 -1.4595 2.2045 0.41
H 2.7906 -3.0544 0.6761 0.40
H 0.8484 -4.0129 -0.2915 0.54
H -0.4191 -4.3251 0.9290 0.56
H -4.8912 -3.0447 0.0764 0.49
H -6.4613 -1.5172 -1.1068 0.44
Cl -5.9784 0.5850 -2.9315 -0.21
H -3.1382 0.3977 -3.0186 0.52
C 2.9565 1.9125 -0.0946 -0.86
C 2.4708 3.3155 0.2509 -0.98
H 2.2961 3.8809 -0.6655 0.37
H 3.2336 3.8294 0.8369 0.45
H 3.1752 1.3576 0.8263 0.17
H 3.8557 1.9560 -0.7109 0.52
H 0.8405 0.4764 0.7682 -0.61
H -0.0439 0.5481 -0.7686 -0.02
H 1.3408 2.6948 1.9879 0.16

=====

38
Properties=species:S:1:pos:R:3:mulliken_charge:R:1 method="wB97M-V/def2-TZVPD" charge=-2 homo_lumo_gap_ev=5.010 e_above_lowest_ev=5.128
Na 0.8094 -1.0575 -1.1216 1.00
Cl 1.6276 -6.7203 -4.6256 1.61
O 0.7997 -7.3224 -5.5835 -0.63
O 1.2846 -5.3959 -4.3666 -0.63
O 1.3327 -7.4106 -3.4019 -0.70
O 3.0459 -6.8668 -4.8459 -0.64
Cl 5.7928 -3.7330 2.4369 1.61
O 6.6601 -2.6914 1.9558 -0.66
O 6.3020 -3.9560 3.7667 -0.68
O 4.4540 -3.2328 2.5367 -0.66
O 5.8525 -4.9249 1.6939 -0.60
Cl 0.8247 3.3321 -5.9793 1.53
O -0.2059 2.5285 -6.5023 -0.61
O 0.8039 3.1249 -4.5383 -0.64
O 2.1487 3.0219 -6.6268 -0.63
O 0.5401 4.7446 -6.4098 -0.65
C 3.7304 5.5257 6.2050 -0.33
C 2.4677 5.0426 6.9365 -0.32
O 1.5794 4.6966 5.9118 -0.28
C 2.3565 4.3846 4.8400 0.65
O 1.8475 3.8049 3.8279 -0.58
O 3.6517 4.7454 4.9870 -0.28
H 4.6589 5.2520 6.7061 0.29
H 3.6990 6.6011 6.0304 0.26
H 2.1465 5.9056 7.5199 0.30
H 2.7055 4.1562 7.5245 0.29
C -6.1671 -3.0908 -2.7643 -0.64
O -6.1483 -1.6829 -2.5781 -0.29
C -5.4568 -1.0366 -1.6939 0.81
O -4.5615 -1.4929 -0.9297 -0.61
O -6.0252 0.1746 -1.6208 -0.29
C -6.0117 0.8160 -0.3885 -0.68
H -6.6059 -3.6780 -1.9577 0.29
H -5.2004 -3.4316 -3.1349 0.32
H -6.8457 -3.2214 -3.6073 0.25
H -5.0230 0.7532 0.0661 0.32
H -6.7054 0.4715 0.3784 0.29
H -6.1651 1.8637 -0.6472 0.25

=====

14
Properties=species:S:1:pos:R:3:mulliken_charge:R:1 method="wB97M-V/def2-TZVPD" charge=+1 homo_lumo_gap_ev=10.165 smiles="C=C(C[NH3+])OO" e_above_lowest_ev=5.344
C -0.8752 -1.5325 0.2477 -0.76
C -0.3011 -0.3802 -0.0601 0.55
C 1.0884 -0.1049 -0.5674 -0.42
N 1.4111 1.0772 0.3313 -0.31
O -2.3900 0.7262 0.1108 -0.41
O -1.0240 0.8235 -0.1452 -0.16
H -1.9159 -1.8031 0.6200 0.30
H -0.2225 -2.4899 0.2902 0.17
H 1.2291 0.3021 -1.5202 0.29
H 1.6321 -1.0538 -0.3322 0.34
H 1.0381 0.9554 1.2311 0.34
H 0.8679 1.9573 -0.0144 0.39
H 2.3921 1.2078 0.3739 0.30
H -2.9301 0.3150 -0.5656 0.35

=====

160
Properties=species:S:1:pos:R:3:mulliken_charge:R:1 method="wB97M-V/def2-TZVPD" homo_lumo_gap_ev=8.222 e_above_lowest_ev=4.907
C -0.9820 0.1495 -1.0925 -0.95
S -0.8067 1.4195 0.2036 0.46
O -1.5294 1.0003 1.4903 -0.62
C 1.0057 1.2340 0.5347 -0.97
H -0.4882 0.5056 -1.9967 0.35
H -2.0496 -0.0098 -1.2435 0.34
H -0.5582 -0.8106 -0.7978 0.32
H 1.3282 0.2241 0.2812 0.33
H 1.1302 1.3371 1.6127 0.36
H 1.6429 1.9434 0.0066 0.38
C -1.1670 -3.5109 -8.0667 -1.79
C -2.7152 -3.2496 -7.9032 1.42
C -3.2585 -4.0956 -6.6285 -1.22
C -4.6954 -3.6742 -6.1779 -0.65
C -4.5367 -2.1219 -5.9349 -1.35
C -4.1994 -1.2273 -7.1935 1.71
N -2.9298 -1.7758 -7.8262 0.27
O -2.6243 -1.0721 -9.0075 -0.46
C -5.3882 -1.3044 -8.1542 -1.71
C -3.8929 0.2530 -6.7627 -1.98
C -3.4374 -3.8194 -9.1080 -1.72
H -1.0486 -4.5854 -7.9267 0.44
H -0.5259 -3.1901 -7.2456 0.40
H -0.8026 -3.0651 -8.9922 0.37
H -3.2728 -5.1516 -6.8984 0.44
H -2.5969 -3.9912 -5.7686 0.41
H -5.0759 -4.1605 -5.2796 0.40
H -5.4990 -3.9276 -6.8693 0.34
H -3.8604 -1.9870 -5.0908 0.36
H -5.4847 -1.8245 -5.4866 0.50
H -6.3022 -0.9871 -7.6522 0.41
H -5.1606 -0.7234 -9.0479 0.37
H -5.5755 -2.3298 -8.4730 0.33
H -4.7325 0.8466 -6.4011 0.35
H -3.1984 0.2034 -5.9241 0.38
H -3.5069 0.7603 -7.6469 0.50
H -2.9071 -4.6933 -9.4863 0.43
H -3.5062 -3.1416 -9.9589 0.34
H -4.4706 -4.0943 -8.8956 0.36
H -2.0979 -0.3552 -8.6463 0.35
C 7.7483 -0.2630 2.4886 -1.86
C 6.3291 0.1752 2.8545 1.73
C 6.1194 0.2628 4.4040 -1.35
C 6.7208 1.5008 5.0423 -0.88
C 6.2886 2.7501 4.2650 -1.05
C 6.2650 2.7184 2.6945 1.48
N 5.8729 1.3953 2.2074 0.53
O 5.7192 1.3293 0.7640 -0.47
C 5.1451 3.7222 2.4140 -1.99
C 7.6587 3.0635 2.1707 -1.67
C 5.3626 -0.9830 2.4751 -2.03
H 8.1860 0.1816 1.5949 0.36
H 7.8865 -1.3323 2.3287 0.41
H 8.3270 -0.1202 3.4012 0.35
H 5.0449 0.2624 4.5872 0.49
H 6.5640 -0.5399 4.9923 0.40
H 7.8006 1.4267 5.1711 0.39
H 6.4502 1.5794 6.0952 0.43
H 7.0602 3.4483 4.5896 0.30
H 5.2847 2.9228 4.6527 0.45
H 4.1486 3.3330 2.6227 0.41
H 5.1528 4.7069 2.8813 0.35
H 5.3243 4.0434 1.3880 0.44
H 7.9130 4.0593 2.5337 0.44
H 8.3238 2.3373 2.6380 0.37
H 7.6550 2.9392 1.0878 0.36
H 5.3510 -1.7126 3.2848 0.46
H 5.5248 -1.5181 1.5394 0.40
H 4.2983 -0.7540 2.5295 0.44
H 4.8045 1.0479 0.6876 0.31
C -2.9209 -7.3870 0.6819 -2.01
C -3.4207 -6.1321 1.4366 1.74
C -3.6990 -4.9831 0.3853 -1.11
C -4.4088 -3.7655 0.9789 -0.61
C -5.7265 -4.2736 1.6135 -1.26
C -5.5141 -5.3710 2.7373 1.53
N -4.6359 -6.4326 2.1620 0.19
O -4.4444 -7.4255 3.0890 -0.45
C -5.0609 -4.6806 4.0609 -1.75
C -6.9505 -5.9744 2.9886 -1.94
C -2.3330 -5.6501 2.3104 -1.75
H -2.0563 -7.1971 0.0459 0.42
H -3.7468 -7.9782 0.2862 0.42
H -2.4732 -8.1325 1.3390 0.46
H -2.7855 -4.5787 -0.0505 0.32
H -4.3180 -5.3953 -0.4116 0.42
H -4.7884 -3.0395 0.2600 0.40
H -3.9530 -3.2011 1.7924 0.29
H -6.3309 -4.7763 0.8585 0.46
H -6.3767 -3.4408 1.8813 0.42
H -4.2218 -4.0165 3.8537 0.32
H -5.7855 -4.0743 4.6045 0.38
H -4.7799 -5.4278 4.8030 0.42
H -7.2818 -6.6205 2.1756 0.44
H -7.0848 -6.3822 3.9904 0.40
H -7.6754 -5.1605 2.9950 0.43
H -2.5291 -6.0784 3.2933 0.34
H -2.4664 -4.5868 2.5095 0.31
H -1.3233 -5.9099 1.9922 0.41
H -5.0483 -8.0868 2.7432 0.36
C -2.0707 3.9099 10.3858 -1.90
C -0.8021 2.9855 10.2757 1.51
C -1.1444 1.5932 10.6915 -1.07
C -0.1465 0.5640 10.3177 -0.77
C 0.0855 0.6798 8.7633 -1.31
C 0.4494 2.0759 8.2622 1.43
N -0.4361 3.1032 8.8621 0.38
O -0.0934 4.4036 8.4555 -0.51
C 1.9940 2.4336 8.4491 -1.63
C 0.2287 2.1588 6.7067 -1.96
C 0.2614 3.5646 11.2064 -1.60
H -2.6080 3.7464 11.3200 0.42
H -1.9007 4.9858 10.4260 0.35
H -2.7659 3.7033 9.5720 0.43
H -1.2580 1.4834 11.7699 0.43
H -1.9930 1.2615 10.0931 0.31
H 0.7994 0.6765 10.8476 0.38
H -0.4387 -0.4440 10.6120 0.41
H -0.9163 0.5870 8.3439 0.44
H 0.6981 -0.1465 8.4028 0.41
H 2.5407 1.6875 7.8725 0.44
H 2.3147 2.3954 9.4901 0.32
H 2.1785 3.4332 8.0555 0.40
H 0.7878 3.0229 6.3476 0.48
H -0.8298 2.1100 6.4514 0.41
H 0.6851 1.2389 6.3412 0.41
H 0.2944 4.6500 11.1122 0.35
H 0.0825 3.3517 12.2603 0.40
H 1.2285 3.1157 10.9797 0.29
H -0.6687 4.5654 7.7042 0.37
C 2.6117 2.2056 -8.9085 -1.95
C 2.3670 2.8579 -7.5144 1.76
C 3.7035 3.4476 -7.0735 -1.41
C 3.5592 4.2671 -5.7655 -0.60
C 2.5674 5.3978 -6.0318 -1.24
C 1.1370 4.9887 -6.5123 1.66
N 1.3451 3.9819 -7.6008 0.21
O 0.1396 3.4996 -8.1662 -0.47
C 0.3516 4.4188 -5.3191 -1.64
C 0.3896 6.1322 -7.1673 -2.00
C 1.9686 1.7163 -6.5743 -1.86
H 3.5046 1.5945 -8.7775 0.44
H 2.8342 2.9067 -9.7129 0.45
H 1.7672 1.6180 -9.2686 0.38
H 4.5236 2.7302 -7.0451 0.43
H 4.0595 4.0812 -7.8859 0.44
H 4.5151 4.7365 -5.5331 0.39
H 3.3021 3.6550 -4.9011 0.30
H 3.0538 6.1476 -6.6558 0.38
H 2.4687 6.0626 -5.1736 0.48
H 0.1352 5.1407 -4.5315 0.40
H -0.6728 4.1127 -5.5310 0.35
H 0.8307 3.4876 -5.0170 0.35
H 0.2408 6.9663 -6.4816 0.41
H 0.9334 6.5310 -8.0236 0.43
H -0.5737 5.7373 -7.4902 0.41
H 2.5066 0.7935 -6.7912 0.43
H 0.8987 1.5099 -6.5992 0.38
H 2.3626 1.8338 -5.5648 0.32
H 0.1997 3.7232 -9.0978 0.34

=====

19
Properties=species:S:1:pos:R:3:mulliken_charge:R:1 method="wB97M-V/def2-TZVPD" homo_lumo_gap_ev=8.594 e_above_lowest_ev=2.503
C 1.2097 1.9561 -0.4846 -1.21
C -0.0029 1.2218 -1.0333 -0.15
N -1.1381 -1.0043 0.6714 -0.40
C 0.0501 -1.0015 -0.0405 0.40
N 0.3212 -0.2215 -1.0068 -0.53
H 1.1641 1.9607 0.5983 0.31
H 2.1097 1.4809 -0.8529 0.32
H 1.2835 2.9653 -0.8884 0.37
H -0.9162 1.4046 -0.4601 0.27
H -0.1557 1.4636 -2.0791 0.29
H -1.7828 -0.3475 0.2634 0.07
H -1.3754 -1.8501 1.1506 0.24
H 0.9078 -1.3654 0.5460 0.06
H -4.0825 0.0271 -0.1314 0.31
H -2.9397 -0.2087 -1.1320 0.36
O -3.5798 0.4551 -0.8323 -0.68
H 3.6996 -2.3597 2.2262 0.31
H 2.3405 -2.6400 1.5607 0.29
O 2.8869 -1.9369 1.9249 -0.64

=====

100
Properties=species:S:1:pos:R:3:mulliken_charge:R:1 method="wB97M-V/def2-TZVPD" homo_lumo_gap_ev=6.512
C 2.5477 0.2924 -0.5789 -0.72
C 1.7181 -1.1084 -0.4354 -0.06
C 0.1881 -0.7253 -0.0029 -1.30
I 0.0281 -0.3390 2.1742 0.14
C -0.9012 -1.7730 -0.5306 0.87
C -1.9650 -1.1954 -1.5654 -0.18
N -2.0025 0.1947 -1.9954 -0.41
C -3.0209 -2.2456 -2.0842 0.65
C -4.1402 -1.7527 -3.1554 -0.30
O -4.1828 -2.1759 -4.3504 -0.66
O -5.0170 -0.7871 -2.6593 -0.68
C -3.0254 -3.7458 -1.6085 0.38
C -4.1870 -4.6509 -2.2115 -1.00
C -5.6538 -4.2342 -1.6892 0.11
O -6.4042 -5.3129 -1.0762 -0.56
Si -7.3544 -4.5022 0.1728 0.71
C -8.1954 -2.8943 -0.4515 -0.98
C -6.0917 -4.1723 1.6186 -0.59
C -8.7404 -5.6091 0.8942 -1.12
N -1.9919 -4.2133 -0.6633 0.15
P -2.0176 -5.9560 -0.1955 0.16
C -2.3151 -6.1001 1.7004 -0.97
O -0.4859 -6.6838 -0.6009 -0.50
C -0.9707 -3.2799 -0.1414 -0.51
I 0.5737 -4.0198 1.2436 0.21
H 2.7923 0.5010 -1.6863 0.30
H 3.5401 0.1940 -0.0123 0.07
H 1.9678 1.1849 -0.1285 0.24
H 1.6616 -1.5503 -1.4867 0.31
H 2.2485 -1.7593 0.3350 0.22
H 0.0152 0.3178 -0.4744 0.47
H -1.0285 0.4441 -2.2796 0.24
H -2.5577 0.3347 -2.8554 0.43
H -4.1714 -4.4729 -3.3580 0.40
H -4.0571 -5.7752 -2.0723 0.48
H -5.5090 -3.3122 -0.9962 0.20
H -6.2473 -3.8698 -2.6014 0.20
H -9.0564 -2.5360 0.2300 0.32
H -7.4661 -1.9935 -0.5151 0.31
H -8.6594 -2.9971 -1.5093 0.30
H -6.5378 -4.6214 2.5734 0.38
H -5.7985 -3.0705 1.7114 0.29
H -5.1365 -4.7912 1.3927 -0.16
H -9.7366 -5.2541 0.4470 0.29
H -8.5694 -6.7335 0.7617 0.28
H -8.8054 -5.3883 2.0314 0.30
H -2.6884 -5.0955 2.0952 0.28
H -3.0481 -6.9678 1.9265 0.35
H -1.3263 -6.3961 2.2132 0.38
H -0.4316 -7.5864 -0.2111 0.32
N 1.1202 -3.3664 5.0659 0.16
C 0.9030 -2.3991 6.0104 -0.47
C 1.4925 -2.8100 7.1811 -0.42
C 2.0925 -4.0692 6.9324 -0.56
C 1.8491 -4.3861 5.6183 -0.28
H 0.7951 -3.3329 4.1128 0.09
H 0.3479 -1.5051 5.7690 0.32
H 1.4928 -2.2640 8.1131 0.39
H 2.6423 -4.6763 7.6366 0.37
H 2.1298 -5.2473 5.0304 0.34
N 6.8269 -0.1646 -0.2483 0.03
C 7.5027 0.4743 -1.2539 -0.55
C 8.1884 1.5289 -0.7011 -0.39
C 7.9213 1.5231 0.6904 -0.39
C 7.0805 0.4653 0.9414 -0.57
H 6.2363 -0.9721 -0.3653 0.21
H 7.4364 0.1252 -2.2733 0.39
H 8.8139 2.2262 -1.2387 0.41
H 8.3022 2.2154 1.4271 0.44
H 6.6413 0.1082 1.8612 0.44
N 4.5183 3.4308 1.3260 0.11
C 3.2899 3.5565 1.9182 -0.53
C 2.8583 4.8470 1.7307 -0.75
C 3.8609 5.5234 0.9932 -0.11
C 4.8717 4.6237 0.7554 -0.51
H 5.0759 2.5902 1.3116 0.20
H 2.8308 2.7187 2.4220 0.48
H 1.9239 5.2580 2.0842 0.40
H 3.8451 6.5544 0.6711 0.28
H 5.8100 4.7298 0.2318 0.40
N 4.7156 8.8327 -1.4008 0.02
C 5.3921 9.4711 -2.4059 -0.51
C 6.0779 10.5250 -1.8531 -0.37
C 5.8103 10.5195 -0.4620 -0.47
C 4.9695 9.4628 -0.2110 -0.33
H 4.1244 8.0252 -1.5178 0.21
H 5.3261 9.1220 -3.4254 0.36
H 6.7039 11.2221 -2.3906 0.38
H 6.1912 11.2116 0.2746 0.38
H 4.5300 9.1065 0.7086 0.33
N -2.7171 4.5082 -2.9426 -0.01
C -2.5325 5.3885 -3.9749 -0.46
C -1.6376 4.8294 -4.8543 -0.60
C -1.2731 3.5623 -4.3362 -0.24
C -1.9572 3.3902 -3.1572 -0.47
H -3.3191 4.6592 -2.1491 0.20
H -3.0514 6.3349 -3.9939 0.37
H -1.2855 5.2819 -5.7697 0.38
H -0.5867 2.8540 -4.7773 0.38
H -1.9677 2.5719 -2.4539 0.47

=====

Quick rundown of E, same order as above: -11801.69948, -2213.36663, -3131.06301, -323.93090, -2974.39129, -381.42292, -3273.89810 a.u.